Entry 1:
{
  "formula": "C13H24AlBrCl3F2NO12PS2",
  "method": "ωB97M-V/def2-TZVPD",
  "charge": -1,
  "e_lumo_ev": -2.7611,
  "homo_ev": -4.849,
  "species": ["O", "P", "N", "C", "O", "O", "S", "O", "O", "F", "H", "H", "H", "H", "H", "Al", "Br", "C", "C", "O", "C", "H", "H", "H", "H", "H", "H", "C", "C", "O", "H", "H", "H", "H", "H", "O", "H", "H", "C", "Cl", "Cl", "Cl", "H", "F", "C", "C", "C", "C", "C", "C", "H", "H", "H", "H", "H", "O", "S", "O", "O", "O"],
  "positions_angstrom": [[-0.040, -2.119, 1.017], [0.176, -0.699, 0.657], [-1.073, 0.273, 1.430], [-0.611, 1.540, 1.954], [0.290, 2.225, 1.144], [-0.355, 2.730, -0.022], [-2.444, 0.417, 0.475], [-3.046, 1.687, 0.713], [-2.127, 0.083, -0.858], [-3.371, -0.640, 1.086], [0.176, -0.544, -0.729], [1.409, -0.282, 1.194], [-1.437, 2.185, 2.288], [-0.009, 1.290, 2.878], [-1.171, 3.184, 0.256], [-1.073, 1.299, 4.470], [1.223, -4.121, 0.244], [3.002, 1.432, -2.413], [2.712, -0.018, -2.721], [1.766, -0.589, -2.233], [3.651, -0.723, -3.666], [2.249, 1.814, -1.725], [3.986, 1.526, -1.950], [2.971, 2.022, -3.330], [4.663, -0.721, -3.256], [3.648, -0.224, -4.636], [3.323, -1.752, -3.798], [-5.556, 0.919, 7.237], [-4.455, 0.388, 6.305], [-3.390, 1.245, 6.301], [-5.915, 1.895, 6.905], [-6.414, 0.234, 7.245], [-5.194, 1.009, 8.263], [-4.954, 0.216, 5.327], [-4.248, -0.649, 6.650], [1.669, 4.352, 2.999], [2.458, 4.805, 2.683], [1.590, 3.599, 2.402], [3.705, 4.756, 6.073], [3.003, 3.444, 7.019], [4.303, 6.037, 7.128], [4.996, 4.151, 5.030], [2.928, 5.168, 5.443], [2.818, -5.388, -6.258], [1.817, -4.771, -5.576], [2.040, -4.371, -4.275], [1.017, -3.736, -3.582], [-0.210, -3.523, -4.195], [-0.415, -3.938, -5.503], [0.606, -4.564, -6.205], [3.003, -4.556, -3.814], [1.178, -3.410, -2.565], [-1.009, -3.033, -3.657], [-1.375, -3.773, -5.974], [0.470, -4.887, -7.229], [-2.343, -0.367, -3.057], [-2.600, -0.609, -4.492], [-3.416, 0.492, -5.015], [-3.299, -1.893, -4.657], [-1.320, -0.672, -5.219]]
}



Entry 2:
{
  "formula": "CH6N2P",
  "method": "ωB97M-V/def2-TZVPD",
  "charge": 1,
  "e_lumo_ev": -5.3786,
  "homo_ev": -14.423,
  "species": ["C", "N", "N", "P", "H", "H", "H", "H", "H", "H"],
  "positions_angstrom": [[1.032, -0.772, 0.026], [-0.548, 1.285, -0.173], [0.190, -1.691, -0.250], [1.959, 0.475, 0.252], [-1.182, 0.917, 0.491], [-0.228, 2.129, 0.351], [-0.223, -1.710, -1.183], [-0.276, -2.289, 0.529], [3.101, -0.381, 0.669], [-0.977, 1.308, -1.039]]
}



Entry 3:
{
  "formula": "C32H30ClGdOP2",
  "method": "ωB97M-V/def2-TZVPD",
  "charge": 2,
  "e_lumo_ev": [-9.3148, -7.4187],
  "homo_ev": [-13.737, -13.800],
  "multiplicity": 8,
  "species": ["Gd", "Cl", "C", "O", "P", "C", "C", "C", "C", "C", "C", "C", "C", "H", "H", "H", "H", "H", "C", "C", "C", "C", "C", "H", "H", "H", "H", "H", "C", "C", "C", "C", "C", "H", "H", "H", "H", "H", "H", "H", "C", "P", "C", "C", "C", "C", "C", "C", "C", "C", "C", "C", "C", "C", "H", "H", "H", "H", "H", "H", "H", "H", "H", "H", "H", "H", "H"],
  "positions_angstrom": [[-0.463, -1.687, 1.112], [-1.700, -3.581, 0.140], [1.779, -1.308, 0.470], [2.874, -1.099, 0.143], [-0.254, -0.054, -1.846], [0.332, 1.519, -2.593], [0.782, -1.287, -2.736], [-1.858, -0.279, -2.691], [0.248, -2.546, -3.060], [1.064, -3.515, -3.632], [2.418, -3.246, -3.869], [2.952, -1.997, -3.530], [2.140, -1.022, -2.963], [-0.799, -2.769, -2.836], [0.641, -4.485, -3.898], [3.053, -4.005, -4.311], [4.008, -1.784, -3.707], [2.554, -0.052, -2.680], [1.201, 2.343, -1.841], [1.676, 3.548, -2.370], [1.308, 3.950, -3.663], [0.458, 3.133, -4.417], [-0.036, 1.937, -3.883], [1.476, 2.038, -0.828], [2.341, 4.179, -1.773], [1.685, 4.893, -4.071], [0.178, 3.439, -5.430], [-0.710, 1.343, -4.494], [-1.972, -0.609, -4.050], [-3.233, -0.788, -4.630], [-4.386, -0.683, -3.847], [-4.277, -0.336, -2.494], [-3.027, -0.108, -1.924], [-1.087, -0.725, -4.680], [-3.318, -1.014, -5.692], [-5.369, -0.865, -4.279], [-5.168, -0.247, -1.872], [-2.936, 0.197, -0.876], [-0.890, 3.272, 0.459], [-1.611, 3.145, 0.531], [-2.031, -0.211, 4.716], [-0.891, -0.029, 3.310], [-0.079, 1.552, 3.669], [-0.870, 2.597, 4.185], [-0.340, 3.877, 4.326], [0.985, 4.139, 3.960], [1.777, 3.098, 3.459], [1.246, 1.823, 3.277], [0.198, -1.496, 3.706], [1.545, -1.406, 4.098], [2.285, -2.576, 4.253], [1.700, -3.833, 4.083], [0.358, -3.936, 3.723], [-0.406, -2.781, 3.503], [-2.837, 0.527, 4.646], [-1.468, -0.063, 5.648], [-2.468, -1.216, 4.719], [-1.897, 2.399, 4.496], [-0.969, 4.675, 4.715], [1.388, 5.146, 4.047], [2.817, 3.287, 3.203], [1.863, 1.033, 2.843], [1.986, -0.433, 4.320], [3.338, -2.504, 4.528], [2.290, -4.731, 4.266], [-0.115, -4.912, 3.639], [-1.483, -2.873, 3.272]]
}



The evaluated total energy for the records listed, in turn: -190520.216; -13393.721; -87637.843 eV.